# C8H16Br2N2O3

2 unconnected molecules or ions with the total composition C8H16Br2N2O3 (ωB97M-V/def2-TZVPD, the Open Molecules 2025 dataset).

Structure (XYZ):
```
31
Properties=species:S:1:pos:R:3:forces:R:3:mulliken_charge:R:1
C 0.7506 -0.9088 0.0779 -0.162 0.094 -0.091 -1.734
C 0.0723 -0.0002 -0.9335 0.231 0.281 -0.018 1.511
C -1.3349 0.3832 -0.4340 -0.137 -0.264 0.026 -0.899
C -2.5093 0.6471 -1.3832 -0.001 0.127 -0.051 -0.834
N -3.2982 -0.5588 -1.6864 0.022 -0.005 -0.003 -0.558
O 0.8366 1.2488 -0.9891 -0.220 -0.062 -0.062 -0.375
C 1.0019 1.6383 -2.2643 0.451 -0.664 0.138 0.544
O 1.4614 2.6711 -2.6102 0.001 0.621 -0.133 -0.554
O 0.6600 0.6416 -3.1147 -0.213 0.015 -0.043 -0.404
C 0.3231 -0.5278 -2.3785 -0.241 -0.076 0.124 -0.283
N -0.7032 -1.2171 -3.1062 0.058 -0.129 0.046 -0.644
H 1.8276 -0.9274 -0.0977 -0.044 0.000 0.063 0.434
H 0.5359 -0.5634 1.0907 0.142 -0.096 -0.046 0.222
H 0.3579 -1.9239 -0.0393 0.005 0.057 0.089 0.404
H -1.1627 1.2933 0.1471 0.027 -0.088 0.048 0.322
H -1.6708 -0.3786 0.2763 -0.004 0.033 -0.089 0.452
H -2.1806 1.1610 -2.2942 0.004 -0.026 0.068 0.319
H -3.1620 1.3576 -0.8694 0.045 -0.013 -0.060 0.519
H -3.2780 -0.8002 -2.6676 -0.065 0.027 0.047 0.200
H -4.2698 -0.4223 -1.4414 0.048 -0.014 -0.008 0.236
H 1.1970 -1.1872 -2.3382 0.050 0.092 -0.010 0.474
H -1.4150 -0.5706 -3.4167 0.050 0.029 0.059 0.329
H -1.1326 -1.9315 -2.5280 -0.034 0.049 -0.077 0.305
Br 0.9292 -1.7663 3.9590 0.011 0.007 -0.015 -0.141
C 2.4647 -0.5755 3.9995 -0.029 -0.024 -0.026 -0.597
C 2.0856 0.8222 4.4152 -0.033 0.036 -0.040 -0.557
Br 1.1335 1.7650 3.0076 0.004 -0.009 0.033 -0.103
H 2.8983 -0.5958 3.0040 0.023 0.001 0.016 0.337
H 3.1625 -1.0102 4.7114 -0.019 0.017 0.023 0.375
H 2.9790 1.4091 4.6161 0.007 -0.011 -0.016 0.344
H 1.4400 0.8271 5.2879 0.024 -0.005 0.012 0.355
```
Forces are in eV/Å.

Output
LUMO level = 0.6 eV
Multiplicity = 1
HOMO energy = -9.64 eV
Relative energy (zero: lowest compared OMol25 entry of this formula, charge and spin) = 0.00 kcal per mole
Molar mass = 348.0 u
Frontier orbital gap = 10.208 eV
SMILES = C[C@@]1(CCN)OC(=O)O[C@@H]1N.BrCCBr